# 1
Formula: C19H25N3O5S
Source: the Open Molecules 2025 dataset
Level of theory: wB97M-V/def2-TZVPD

Summary:
**Gap between HOMO and LUMO**: 8.127 eV
**LUMO level**: 0.4 eV
**HOMO level**: -7.721 eV
**Energy above the lowest of the compared OMol25 structures with the same formula, charge and spin**: 134.4 kJ/mol

The geometry in XYZ format:
```
53
C19H25N3O5S, DFT wB97M-V/def2-TZVPD
C -6.409 -1.121 -0.880
H -6.922 -1.192 -1.835
H -6.365 -2.095 -0.390
H -6.917 -0.415 -0.221
O -5.093 -0.656 -1.172
C -4.268 -0.551 -0.134
O -4.540 -0.846 0.995
C -2.884 -0.035 -0.569
N -2.137 0.384 0.592
C -1.375 -0.354 1.447
O -0.820 0.196 2.378
C -1.161 -1.833 1.149
N 0.165 -2.107 0.617
C 1.233 -1.825 1.567
C 2.562 -2.291 0.968
N 2.840 -1.631 -0.289
C 3.453 -0.384 -0.315
C 3.830 0.301 0.845
C 4.505 1.505 0.776
C 4.822 2.074 -0.444
C 4.467 1.404 -1.603
C 3.800 0.197 -1.543
H 3.570 -0.312 -2.466
H 4.719 1.820 -2.567
H 5.344 3.017 -0.493
H 4.777 2.008 1.693
H 3.592 -0.093 1.820
C 1.770 -1.925 -1.215
H 1.944 -1.451 -2.179
C 0.421 -1.454 -0.656
H -0.369 -1.741 -1.357
H 0.436 -0.355 -0.566
H 1.737 -3.010 -1.360
H 3.382 -2.133 1.667
H 2.495 -3.364 0.758
H 1.024 -2.375 2.486
H 1.290 -0.754 1.810
H -1.907 -2.232 0.461
H -1.250 -2.365 2.100
C -2.289 1.780 0.944
C -0.949 2.513 0.944
O -0.704 3.463 1.630
O -0.124 2.003 0.025
C 1.155 2.624 -0.061
H 1.042 3.684 -0.292
H 1.684 2.521 0.888
H 1.698 2.111 -0.850
H -2.753 1.909 1.928
S -3.367 2.539 -0.310
C -2.982 1.189 -1.468
H -3.777 1.109 -2.204
H -2.027 1.396 -1.952
H -2.370 -0.847 -1.094
```

How is the electron density shared among the atoms? According to Löwdin, the charges in e are: number 1, C, carries -0.03; number 2, H, carries 0.09; number 3, H, carries 0.10; number 4, H, carries 0.10; number 5, O, carries -0.03; number 6, C, carries -0.47; number 7, O, carries 0.15; number 8, C, carries -0.25; number 9, N, carries -0.02; number 10, C, carries -0.41; number 11, O, carries 0.10; number 12, C, carries -0.08; number 13, N, carries -0.14; number 14, C, carries -0.16; number 15, C, carries -0.15; number 16, N, carries -0.09; number 17, C, carries -0.23; number 18, C, carries -0.04; number 19, C, carries -0.10; number 20, C, carries -0.11; number 21, C, carries -0.10; number 22, C, carries -0.04; number 23, H, carries 0.10; number 24, H, carries 0.10; number 25, H, carries 0.10; number 26, H, carries 0.11; number 27, H, carries 0.10; number 28, C, carries -0.14; number 29, H, carries 0.11; number 30, C, carries -0.15; number 31, H, carries 0.12; number 32, H, carries 0.12; number 33, H, carries 0.13; number 34, H, carries 0.12; number 35, H, carries 0.13; number 36, H, carries 0.13; number 37, H, carries 0.11; number 38, H, carries 0.12; number 39, H, carries 0.14; number 40, C, carries -0.42; number 41, C, carries -0.54; number 42, O, carries 0.13; number 43, O, carries -0.06; number 44, C, carries -0.02; number 45, H, carries 0.10; number 46, H, carries 0.10; number 47, H, carries 0.08; number 48, H, carries 0.14; number 49, S, carries 1.00; number 50, C, carries -0.36; number 51, H, carries 0.08; number 52, H, carries 0.09; number 53, H, carries 0.14

# 2
Formula: C4H12IN2
Source: the Open Molecules 2025 dataset
Level of theory: wB97M-V/def2-TZVPD

Summary:
**Charge**: +1
**Gap between HOMO and LUMO (spin up / spin down)**: 6.940 / 6.796 eV
**⟨S²⟩**: 2.00
**2S+1**: 3
**LUMO level (spin up / spin down)**: -2.9 / -7.6 eV
**HOMO level (spin up / spin down)**: -9.811 / -14.428 eV
**Energy above the lowest of the compared OMol25 structures with the same formula, charge and spin**: 126.4 kJ/mol

The geometry in XYZ format:
```
19
C4H12IN2, DFT wB97M-V/def2-TZVPD
C 2.720 0.753 -0.255
C 1.340 0.892 0.358
C 0.341 0.046 -0.426
C -2.272 -0.678 -0.233
N -2.118 -1.985 0.072
N -0.967 0.342 0.312
I -4.056 0.374 0.277
H 2.791 -0.031 -0.919
H 3.233 1.562 -0.763
H 3.546 0.463 0.463
H 1.112 1.868 0.223
H 1.455 0.552 1.479
H 0.121 0.365 -1.390
H 0.721 -1.013 -0.166
H -2.329 -0.652 -1.348
H -2.502 -2.215 0.955
H -1.189 -2.311 -0.122
H -1.296 1.336 0.246
H -0.650 0.331 1.237
```

How is the electron density shared among the atoms? According to Löwdin, the charges in e are: number 1, C, carries -0.10; number 2, C, carries -0.24; number 3, C, carries -0.14; number 4, C, carries -0.81; number 5, N, carries 0.01; number 6, N, carries 0.00; number 7, I, carries 1.05; number 8, H, carries 0.04; number 9, H, carries 0.08; number 10, H, carries 0.11; number 11, H, carries 0.07; number 12, H, carries 0.17; number 13, H, carries 0.11; number 14, H, carries 0.16; number 15, H, carries 0.09; number 16, H, carries 0.07; number 17, H, carries 0.09; number 18, H, carries 0.13; number 19, H, carries 0.10

# 3
Formula: C3H3IN2O
Source: the Open Molecules 2025 dataset
Level of theory: wB97M-V/def2-TZVPD

Summary:
**Gap between HOMO and LUMO**: 9.183 eV
**LUMO level**: -0.5 eV
**HOMO level**: -9.672 eV
**Energy above the lowest of the compared OMol25 structures with the same formula, charge and spin**: 280.3 kJ/mol

The geometry in XYZ format:
```
10
C3H3IN2O, DFT wB97M-V/def2-TZVPD
C -0.269 -0.412 -0.041
C -0.865 0.900 0.099
C 1.332 0.237 0.015
N -0.098 1.869 0.082
N 1.194 1.482 0.023
O -1.164 -1.398 0.663
I 3.229 -0.654 -0.209
H -0.198 -0.907 -1.027
H -1.864 1.165 0.189
H -1.296 -2.281 0.206
```

How is the electron density shared among the atoms? According to Löwdin, the charges in e are: number 1, C, carries -0.21; number 2, C, carries -0.16; number 3, C, carries -0.72; number 4, N, carries 0.03; number 5, N, carries -0.05; number 6, O, carries -0.07; number 7, I, carries 0.81; number 8, H, carries 0.14; number 9, H, carries 0.11; number 10, H, carries 0.12

# 4
Formula: C25H40F16N2O26S4V
Source: the Open Molecules 2025 dataset
Level of theory: wB97M-V/def2-TZVPD

Summary:
**Charge**: -1
**Gap between HOMO and LUMO (spin up / spin down)**: 4.280 / 9.280 eV
**⟨S²⟩**: 6.00
**2S+1**: 5
**LUMO level (spin up / spin down)**: 1.6 / 1.6 eV
**HOMO level (spin up / spin down)**: -2.685 / -7.700 eV

The geometry in XYZ format:
```
114
C25H40F16N2O26S4V, DFT wB97M-V/def2-TZVPD
V 9.979 5.642 14.881
C 6.407 3.154 14.744
F 5.160 2.987 15.248
F 6.839 2.115 14.107
F 6.390 4.173 13.763
S 7.564 3.680 16.212
O 6.841 3.545 17.485
O 8.769 2.809 16.040
N 8.055 5.318 15.727
S 6.945 6.030 16.481
O 5.578 5.571 16.471
O 7.400 6.377 17.878
C 6.807 7.710 15.577
F 5.897 8.475 16.221
F 8.030 8.280 15.404
F 6.290 7.616 14.346
C 12.288 2.680 16.938
F 13.245 2.360 17.847
F 12.576 2.207 15.722
F 11.173 2.166 17.424
S 12.106 4.636 17.042
O 10.788 4.953 17.597
O 13.321 5.203 17.683
N 11.858 4.984 15.360
S 13.362 5.150 14.880
O 13.733 6.544 14.612
O 14.383 4.258 15.474
C 13.159 4.453 13.120
F 12.251 5.065 12.412
F 14.291 4.830 12.609
F 13.051 3.100 13.081
C 7.927 12.516 13.750
C 8.100 11.357 14.715
O 8.820 10.409 13.958
C 8.832 10.775 12.626
O 9.090 9.965 11.771
O 8.325 11.981 12.522
F 6.874 10.964 14.906
H 8.581 13.339 14.037
H 6.984 12.957 14.073
H 8.518 11.636 15.682
C 5.570 -0.795 12.280
C 6.128 -1.661 13.352
O 7.388 -2.024 12.737
C 7.508 -1.479 11.463
O 8.563 -1.425 10.803
O 6.358 -0.833 11.133
F 5.522 -2.828 13.470
H 5.695 0.229 12.631
H 4.554 -1.083 12.007
H 6.132 -1.096 14.284
C 10.634 -0.415 16.337
C 10.173 -1.826 16.261
O 10.471 -2.426 17.517
C 11.443 -1.683 18.076
O 11.982 -1.820 19.165
O 11.754 -0.696 17.152
F 10.716 -2.474 15.221
H 9.900 0.341 16.615
H 10.939 -0.129 15.330
H 9.090 -1.933 16.192
C 4.690 10.457 12.919
C 3.546 9.807 12.045
O 3.982 10.195 10.783
C 4.758 11.331 10.876
O 5.348 11.867 9.964
O 4.957 11.636 12.189
F 2.320 10.247 12.349
H 5.622 9.893 12.885
H 4.398 10.702 13.941
H 3.468 8.733 12.217
C 2.015 5.436 16.004
C 2.063 6.898 15.524
C 1.011 7.429 16.411
O 0.018 6.357 16.639
C 0.735 5.171 16.826
H 2.951 5.137 16.476
H 1.913 4.821 15.110
H 1.585 6.782 14.551
H 3.039 7.353 15.689
H 0.597 8.401 16.144
H 1.360 7.730 17.398
H 0.202 4.237 16.652
H 0.726 5.093 17.914
C 11.101 8.067 12.769
O 9.983 7.214 13.233
H 12.055 7.541 12.793
H 11.011 8.235 11.695
H 11.039 9.069 13.195
H 9.143 7.537 12.900
C 11.046 8.261 16.418
O 10.095 7.225 16.619
H 11.984 7.980 16.897
H 11.238 8.243 15.345
H 10.766 9.280 16.684
H 10.039 7.196 17.577
C 4.214 7.188 19.100
O 5.388 7.379 19.861
H 3.494 7.965 19.356
H 4.472 7.062 18.048
H 3.732 6.249 19.368
H 6.027 6.707 19.609
C 9.616 2.880 13.068
O 9.074 4.177 13.315
H 10.360 2.564 13.798
H 8.920 2.042 13.038
H 10.194 2.959 12.147
H 8.350 4.305 12.697
C 8.887 9.234 18.948
O 8.794 9.495 20.331
H 8.003 8.750 18.533
H 8.933 10.129 18.328
H 9.845 8.732 18.809
H 8.914 8.669 20.805
```

Löwdin population analysis, charges in e, atoms 1 to 99: number 1, V, carries 0.59; number 2, C, carries -0.58; number 3, F, carries 0.12; number 4, F, carries 0.15; number 5, F, carries 0.05; number 6, S, carries 0.77; number 7, O, carries -0.30; number 8, O, carries -0.34; number 9, N, carries -0.37; number 10, S, carries 0.56; number 11, O, carries -0.31; number 12, O, carries -0.31; number 13, C, carries -0.58; number 14, F, carries 0.11; number 15, F, carries 0.10; number 16, F, carries 0.11; number 17, C, carries -0.60; number 18, F, carries 0.12; number 19, F, carries 0.13; number 20, F, carries 0.13; number 21, S, carries 0.74; number 22, O, carries -0.32; number 23, O, carries -0.31; number 24, N, carries -0.40; number 25, S, carries 0.62; number 26, O, carries -0.30; number 27, O, carries -0.30; number 28, C, carries -0.70; number 29, F, carries 0.16; number 30, F, carries 0.14; number 31, F, carries 0.12; number 32, C, carries -0.07; number 33, C, carries -0.35; number 34, O, carries 0.10; number 35, C, carries -0.51; number 36, O, carries 0.16; number 37, O, carries 0.13; number 38, F, carries 0.09; number 39, H, carries 0.14; number 40, H, carries 0.15; number 41, H, carries 0.18; number 42, C, carries -0.10; number 43, C, carries -0.32; number 44, O, carries 0.11; number 45, C, carries -0.45; number 46, O, carries 0.12; number 47, O, carries 0.08; number 48, F, carries 0.10; number 49, H, carries 0.13; number 50, H, carries 0.15; number 51, H, carries 0.17; number 52, C, carries -0.08; number 53, C, carries -0.34; number 54, O, carries 0.14; number 55, C, carries -0.48; number 56, O, carries 0.15; number 57, O, carries 0.05; number 58, F, carries 0.10; number 59, H, carries 0.13; number 60, H, carries 0.14; number 61, H, carries 0.16; number 62, C, carries -0.06; number 63, C, carries -0.31; number 64, O, carries 0.13; number 65, C, carries -0.49; number 66, O, carries 0.16; number 67, O, carries 0.04; number 68, F, carries 0.08; number 69, H, carries 0.13; number 70, H, carries 0.14; number 71, H, carries 0.17; number 72, C, carries -0.15; number 73, C, carries -0.15; number 74, C, carries -0.20; number 75, O, carries -0.15; number 76, C, carries -0.22; number 77, H, carries 0.10; number 78, H, carries 0.10; number 79, H, carries 0.11; number 80, H, carries 0.11; number 81, H, carries 0.12; number 82, H, carries 0.11; number 83, H, carries 0.11; number 84, H, carries 0.11; number 85, C, carries -0.08; number 86, O, carries -0.18; number 87, H, carries 0.07; number 88, H, carries 0.08; number 89, H, carries 0.07; number 90, H, carries 0.08; number 91, C, carries -0.11; number 92, O, carries -0.21; number 93, H, carries 0.10; number 94, H, carries 0.06; number 95, H, carries 0.08; number 96, H, carries 0.06; number 97, C, carries -0.17; number 98, O, carries -0.12; number 99, H, carries 0.08